{
  "formula": "C4H21NO5",
  "method": "ωB97M-V/def2-TZVPD",
  "symbols": ["O", "H", "H", "H", "O", "H", "H", "H", "O", "H", "H", "H", "O", "H", "C", "C", "C", "O", "C", "N", "H", "H", "H", "H", "H", "H", "H", "H", "H", "H", "H"],
  "coordinates": [[2.8012, -0.1534, 1.1677], [2.0430, 0.3708, 1.4358], [3.4871, -0.1100, 1.8380], [2.4999, -1.0611, 1.0841], [-1.3247, 0.2432, 2.1453], [-0.9720, -0.6489, 2.1084], [-1.5045, 0.4760, 3.0591], [-0.5853, 0.7946, 1.8792], [1.3061, 1.6257, 4.4481], [1.3185, 1.5302, 3.4929], [0.5528, 1.1318, 4.7802], [2.0983, 1.2787, 4.8647], [0.9472, 1.3521, 1.8450], [0.9836, 1.6532, 0.9163], [-2.1354, -1.0905, -3.3378], [-1.1791, -1.4418, -2.2220], [-0.7758, -0.1941, -1.4509], [-0.0979, 0.7143, -2.3232], [0.8909, 1.5696, -1.6808], [-1.7684, -2.4533, -1.3682], [-2.7069, -1.8774, -3.8300], [-1.6168, -0.7429, -4.2313], [-2.8539, -0.3171, -3.0665], [-0.2630, -1.9413, -2.5371], [-0.0532, -0.4797, -0.6864], [-1.6552, 0.1523, -0.9081], [0.4243, 2.3424, -1.0698], [1.4117, 2.1367, -2.4524], [1.6919, 1.0241, -1.1819], [-1.9410, -3.2227, -1.9993], [-1.0231, -2.6615, -0.7191]],
  "atomic_forces_ev_per_a": [[2.40, -1.95, -1.26], [-3.22, 2.86, 1.33], [1.01, 0.04, 0.33], [0.29, -0.91, -0.30], [-2.29, -1.32, 0.25], [-0.19, -0.91, 0.14], [-0.88, 0.07, 0.78], [3.37, 2.39, -1.03], [-0.29, 0.31, 1.59], [0.09, 0.45, -3.15], [-0.60, -0.06, 0.81], [0.97, 0.00, 0.62], [-0.33, -1.51, -0.29], [-0.08, 0.75, 0.74], [0.10, 0.15, -1.87], [-3.16, 1.71, -0.09], [1.62, 0.56, -0.11], [-0.20, -0.35, 1.12], [-0.55, 0.18, -0.92], [3.30, 0.49, -1.79], [-0.04, -0.68, 0.75], [0.42, 0.54, 0.32], [0.17, 0.06, 0.31], [0.71, -0.62, -0.56], [0.37, -0.32, 0.52], [-0.27, 0.71, -0.36], [-0.22, -0.16, 0.35], [-0.28, -0.24, -0.31], [-0.17, -0.45, 0.28], [-1.43, -1.02, 0.30], [-0.62, -0.75, 1.48]],
  "nbo_charge": [-0.747, 0.524, 0.562, 0.544, -0.734, 0.541, 0.554, 0.550, -0.731, 0.568, 0.547, 0.570, -1.259, 0.505, -0.681, -0.118, -0.051, -0.505, -0.282, -0.254, 0.269, 0.290, 0.268, 0.331, 0.116, 0.198, 0.188, 0.264, 0.152, 0.436, 0.382],
  "spin_multiplicity": 2,
  "lumo_ev": [-11.12, -14.28],
  "total_energy_ha": -594.61573,
  "orbital_gap_ev": [8.7, 5.6],
  "largest_force_ha_per_bohr": 0.0876,
  "s_squared": 0.754,
  "charge": 3
}